Molecular formula: C6H8N2
Method: DFT, ωB97M-V/def2-TZVPD

CARTESIAN COORDINATES (ANGSTROEM)
C  -0.0994  1.6681  -0.0350
H  -0.1312  2.6775  -0.1194
C  0.3596  -1.6777  -0.1388
H  -2.5475  -0.4496  -0.9035
H  -2.3025  -0.3631  1.0478
N  0.8744  -0.5279  -0.5740
C  -1.7360  -0.4643  -0.0675
H  -2.2550  1.5855  -0.2763
N  -0.8785  -1.7678  0.0381
H  0.3926  0.2815  1.3010
C  2.2157  0.0472  -0.0885
H  0.9390  -2.6133  0.0809
H  2.9342  -0.3775  0.6094
H  2.6399  0.5295  -0.8670
C  -1.2572  0.9609  -0.2989
C  0.8521  0.4910  0.2918

Summary:
maximum force: 6.99 eV/Å
SMILES string: C1=C[C@@H]2CN2C=NC1
HOMO: -8.79 eV
gap between HOMO and LUMO: 9.794 eV
LUMO: 1.003 eV
net charge: 0
energy above the lowest of the compared OMol25 structures with the same formula, charge and spin: 504.01 kJ/mol